Density functional theory data (the ωB97M-V functional and the def2-TZVPD basis) for an isolated molecule of C3H7NO.

Calculated values
* largest force on an atom: 0.58 eV Å⁻¹
* energy: -248.4438 hartree
* SMILES string: CC(C)=NO
* HOMO energy: -9.377 eV
* ΔE to the lowest compared entry with this formula, charge and spin: 217.0 kJ/mol
* orbital gap: 0.384 hartree

```
! RIJCOSX wB97M-V def2-TZVPD def2/J DEFGRID3
* xyz 0 1
O 1.0750 -0.2851 1.9043
H 1.6442 0.9725 -0.7162
H -1.8669 -0.1518 -1.3080
H 0.8881 -0.7905 2.7061
N 0.0645 -0.7570 1.0859
H -0.5784 -1.3190 -1.7017
H 0.0982 1.7597 -1.1016
H -1.5231 -1.5352 -0.2249
C -1.0841 -0.7896 -0.8818
C 0.6348 1.1842 -0.3377
C -0.0982 -0.0847 0.0105
H 0.7459 1.7965 0.5651
*
```

Density functional theory data (the ωB97M-V functional and the def2-TZVPD basis) for an isolated molecule of C3H7NO in a non-equilibrium geometry.

Calculated values
* largest force on an atom: 3.54 eV Å⁻¹
* energy: -248.4496 hartree
* SMILES string: C/C(O)=C\N
* HOMO energy: -7.458 eV
* ΔE to the lowest compared entry with this formula, charge and spin: 201.9 kJ/mol
* orbital gap: 0.308 hartree

```
! RIJCOSX wB97M-V def2-TZVPD def2/J DEFGRID3
* xyz 0 1
H 1.8372 -1.4922 -0.3484
O 1.7517 0.9299 0.2676
H 0.6668 -1.6822 0.9554
H 1.2324 1.8476 0.3829
H -0.5200 1.9531 -0.3263
C -0.5124 0.9236 0.0167
C 0.8165 -1.2697 -0.0429
C 0.6492 0.2144 -0.0465
N -1.7999 0.3656 0.1474
H -2.4247 0.5802 -0.6189
H 0.1083 -1.7436 -0.7221
H -1.8052 -0.6267 0.3350
*
```

Density functional theory data (the ωB97M-V functional and the def2-TZVPD basis) for a 2-piece molecular cluster, C3H7NO overall in a non-equilibrium geometry.

Calculated values
* largest force on an atom: 3.77 eV Å⁻¹
* energy: -248.4035 hartree
* SMILES string: C=C=O.CN
* HOMO energy: -8.255 eV
* ΔE to the lowest compared entry with this formula, charge and spin: 322.8 kJ/mol
* orbital gap: 0.335 hartree

```
! RIJCOSX wB97M-V def2-TZVPD def2/J DEFGRID3
* xyz 0 1
H -0.0489 0.3250 1.8753
H 1.7044 0.1640 -1.1324
H 0.8551 -1.1321 1.4307
H -0.1622 -0.8797 -0.6808
C -0.0337 1.2796 -0.8895
C 0.8466 0.5960 -1.6233
H -1.7642 -0.4883 0.2586
N -0.7934 -0.7799 0.2102
C -0.1448 -0.7066 1.5124
O -0.5597 2.2590 -0.5091
H -0.7198 -1.2697 2.2466
H 0.8206 0.6327 -2.6986
*
```

Density functional theory data (the ωB97M-V functional and the def2-TZVPD basis) for a 2-piece molecular cluster, C3H7NO overall in a non-equilibrium geometry.

Calculated values
* largest force on an atom: 4.65 eV Å⁻¹
* energy: -248.3961 hartree
* SMILES string: C=CN=C.O
* HOMO energy: -8.956 eV
* ΔE to the lowest compared entry with this formula, charge and spin: 342.3 kJ/mol
* orbital gap: 0.340 hartree

```
! RIJCOSX wB97M-V def2-TZVPD def2/J DEFGRID3
* xyz 0 1
H 0.5035 -0.2327 2.8810
N -0.0548 0.8815 -0.3202
H 1.7786 -0.0439 -0.6730
O 1.1635 0.1785 2.2823
C 0.1372 -0.6747 -2.0743
H -1.9964 1.2836 0.5093
H -1.3792 -0.3527 0.8826
H 0.5135 0.7232 1.7397
C 0.7622 -0.1192 -0.9501
H -0.9980 -0.7508 -2.1268
H 0.6942 -1.5233 -2.5623
C -1.1244 0.6306 0.4119
*
```

Density functional theory data (the ωB97M-V functional and the def2-TZVPD basis) for a 2-piece molecular cluster, C3H7NO overall in a non-equilibrium geometry.

Calculated values
* largest force on an atom: 5.56 eV Å⁻¹
* energy: -248.0434 hartree
* HOMO energy (alpha / beta): -13.293 / -13.289 eV
* ΔE to the lowest compared entry with this formula, charge and spin: 329.6 kJ/mol
* orbital gap (alpha / beta): 0.240 / 0.105 hartree

```
! RIJCOSX wB97M-V def2-TZVPD def2/J DEFGRID3
* xyz 1 2
C 0.8412 1.6449 0.2334
O 0.8085 1.0370 -0.8025
H 2.3020 0.4444 0.9519
H 0.3972 2.7110 0.3009
H -1.7679 -3.1523 -0.2051
H -1.9519 -1.2408 0.7128
H 1.8043 1.6439 2.2516
H 0.8616 0.3446 1.9306
N -1.4821 -2.4384 -0.9072
C -1.6200 -1.2496 -0.3996
H -1.6933 -0.3687 -0.9562
C 1.4379 1.0033 1.4635
*
```

Density functional theory data (the ωB97M-V functional and the def2-TZVPD basis) for an isolated molecule of C3H7NO2 in a non-equilibrium geometry.

Calculated values
* largest force on an atom: 3.91 eV Å⁻¹
* energy: -323.7092 hartree
* SMILES string: [H]/N=C(\O)OCC
* HOMO energy: -9.973 eV
* ΔE to the lowest compared entry with this formula, charge and spin: 188.5 kJ/mol
* orbital gap: 0.390 hartree

```
! RIJCOSX wB97M-V def2-TZVPD def2/J DEFGRID3
* xyz 0 1
H -0.8296 0.6834 -0.9853
O 0.8098 -0.8745 0.4880
H -1.0598 -1.2540 1.3237
H -1.8149 -0.8106 -0.8198
H -0.2722 0.3870 1.5447
C -0.5587 -0.4379 0.8918
C 1.7924 -0.0250 -0.0102
C -1.3861 -0.0103 -0.3133
N 1.5260 1.1095 -0.4685
H 2.3517 1.6901 -0.7771
H -2.1244 0.7099 -0.0916
H 3.7230 -0.2192 0.1039
O 2.9168 -0.7077 0.1201
*
```

Density functional theory data (the ωB97M-V functional and the def2-TZVPD basis) for C3H7NO2 as an isolated structure in a non-equilibrium geometry.

Calculated values
* largest force on an atom: 5.50 eV Å⁻¹
* energy: -323.5977 hartree
* HOMO energy: -8.138 eV
* ΔE to the lowest compared entry with this formula, charge and spin: 481.1 kJ/mol
* orbital gap: 0.329 hartree

```
! RIJCOSX wB97M-V def2-TZVPD def2/J DEFGRID3
* xyz 0 1
O -1.5566 -1.4290 -0.0270
H 1.1370 1.6976 -0.8742
H -1.3559 1.7368 -0.6602
C 0.5372 -0.6090 0.3416
H 1.6037 -2.1914 0.3999
O 1.4778 -1.4219 -0.1675
H -0.4296 -0.3422 -1.5829
H -2.0473 -1.0681 0.7238
H 0.3831 -0.6220 1.4175
N -0.8181 1.1569 -0.0278
C -0.5217 -0.1422 -0.5174
H 0.9750 1.8437 0.9458
C 0.6153 1.3908 0.0284
*
```

Density functional theory data (the ωB97M-V functional and the def2-TZVPD basis) for an isolated molecule of C3H7NO2.

Calculated values
* largest force on an atom: 0.46 eV Å⁻¹
* energy: -323.7388 hartree
* SMILES string: NC(=O)CCO
* HOMO energy: -10.185 eV
* ΔE to the lowest compared entry with this formula, charge and spin: 110.8 kJ/mol
* orbital gap: 0.402 hartree

```
! RIJCOSX wB97M-V def2-TZVPD def2/J DEFGRID3
* xyz 0 1
H 2.0002 -0.0159 -0.2989
H -0.1628 0.7020 -1.5992
H 1.0526 -1.4003 0.2524
N -0.9997 0.6579 1.0263
O 1.1217 0.8419 1.9670
H -1.3887 0.3289 1.9088
H -1.5757 -0.6684 -0.5044
C 0.4371 0.4354 1.0624
H -1.1418 1.6658 1.0444
H 0.6521 -0.7383 -2.2035
O -1.0696 -1.1103 -1.2050
C 0.9794 -0.3618 -0.0999
C 0.0952 -0.3369 -1.3503
*
```

Density functional theory data (the ωB97M-V functional and the def2-TZVPD basis) for an isolated molecule of C3H7NO2 in a non-equilibrium geometry.

Calculated values
* largest force on an atom: 1.01 eV Å⁻¹
* energy: -323.6106 hartree
* SMILES string: C/C=[N+](/[O-])OC
* HOMO energy: -8.651 eV
* ΔE to the lowest compared entry with this formula, charge and spin: 447.3 kJ/mol
* orbital gap: 0.356 hartree

```
! RIJCOSX wB97M-V def2-TZVPD def2/J DEFGRID3
* xyz 0 1
N -1.0646 -0.0225 0.0655
C -0.2800 2.2188 0.2050
C 0.6155 -1.7811 -0.2129
H 0.7426 -2.7078 0.3424
H -0.4148 2.4109 1.2732
H -1.1966 2.4869 -0.3258
H 0.5618 2.7882 -0.1801
H 0.8097 -1.9925 -1.2656
H -1.6003 -1.9494 0.0160
O 0.0524 0.8707 -0.0275
C -0.7656 -1.2689 -0.0279
O -2.1695 0.4855 0.2187
H 1.3437 -1.0503 0.1262
*
```

Density functional theory data (the ωB97M-V functional and the def2-TZVPD basis) for an isolated molecule of C3H7NO2.

Calculated values
* largest force on an atom: 0.34 eV Å⁻¹
* energy: -323.7625 hartree
* SMILES string: NC(=O)CCO
* HOMO energy: -9.609 eV
* ΔE to the lowest compared entry with this formula, charge and spin: 48.5 kJ/mol
* orbital gap: 0.377 hartree

```
! RIJCOSX wB97M-V def2-TZVPD def2/J DEFGRID3
* xyz 0 1
C -0.8817 0.2770 -1.1845
H -0.7597 1.2646 0.7161
H -0.9345 -1.4244 -0.0199
H 1.7881 -0.0533 -0.3384
H 0.2585 1.9421 -0.5616
N -1.3043 -0.9703 -0.8428
H 1.4071 -1.3933 1.4608
C -0.0843 1.0090 -0.1091
O 0.6449 -0.8602 1.2061
O -1.1561 0.8028 -2.2501
C 1.1102 0.2632 0.4667
H 1.6675 0.9445 1.1254
H -1.8279 -1.4919 -1.5286
*
```